Molecular formula: C30H46BrN3P2Pd
Method: DFT, ωB97M-V/def2-TZVPD

Positions of all 83 atoms, in Å:
N1 -6.11848 -1.89887 4.43898
C1 -5.16054 -1.08271 4.89462
C2 -4.73985 0.04247 4.17256
C3 -5.29066 0.26100 2.88961
C4 -6.28820 -0.63211 2.41192
C5 -6.63934 -1.70987 3.22586
C6 -4.78195 1.31352 2.05062
Pd1 -0.45054 0.80744 -1.91363
P1 3.84029 0.18969 -1.84975
C7 -5.13989 1.43099 0.73717
C8 -4.22400 2.01341 -0.18605
C9 -4.30369 1.60803 -1.53501
C10 -3.16321 1.64327 -2.33308
C11 -2.01737 1.96488 -1.60404
C12 -1.97436 2.84215 -0.50837
C13 -3.13387 2.80233 0.26110
Br1 1.61927 1.38163 -3.14541
H1 -4.00193 1.93389 2.51568
H2 -6.02135 0.94535 0.32378
H3 -4.00166 0.73883 4.57262
H4 -6.79876 -0.46972 1.45955
H5 -4.68961 -1.30853 5.86183
H6 -7.37776 -2.43829 2.86060
H7 -5.23937 1.15544 -1.87001
H8 -3.17822 3.25808 1.24730
H9 -3.12138 1.38836 -3.38952
H10 -1.08363 3.42920 -0.27114
P2 -0.60870 -1.23101 -0.97885
C14 4.40076 1.86661 -1.27761
C15 5.13517 2.83077 -2.20232
H11 4.97025 1.72909 -0.34503
H12 3.43960 2.32199 -0.97982
H13 5.47098 3.68851 -1.61194
H14 6.03502 2.39533 -2.65132
H15 4.48249 3.23517 -2.98508
C16 4.18766 -0.26564 -3.62825
C17 5.17867 0.52709 -4.44579
H16 3.18763 -0.10102 -4.07291
H17 4.37568 -1.35390 -3.68834
H18 5.07220 0.20796 -5.48929
H19 4.96831 1.59951 -4.40641
H20 6.22114 0.33406 -4.15830
C18 4.65078 -1.09085 -0.82302
C19 6.13433 -0.86250 -1.07179
H21 4.31179 -2.07308 -1.20763
H22 4.32879 -0.99846 0.23789
H23 6.73540 -1.59286 -0.51955
H24 6.36168 -0.99380 -2.13940
H25 6.45579 0.14518 -0.76550
C20 0.34718 -2.42993 0.09361
C21 1.60900 -3.09507 -0.47869
H26 -0.36575 -3.22596 0.37961
H27 0.59744 -1.87848 1.01314
H28 1.64032 -4.15248 -0.15583
H29 1.63819 -3.08110 -1.57777
H30 2.51645 -2.61872 -0.08123
C22 -0.78396 -2.22768 -2.51423
C23 -1.88931 -1.72685 -3.44067
H31 -0.92221 -3.28201 -2.22138
H32 0.19905 -2.13736 -3.00771
H33 -2.04027 -2.46669 -4.24200
H34 -2.84760 -1.59066 -2.92164
H35 -1.60867 -0.77669 -3.91450
C24 -2.27963 -1.14544 -0.19090
C25 -2.25194 -1.44449 1.31185
H36 -2.94085 -1.82680 -0.74499
H37 -2.65802 -0.12781 -0.39950
H38 -3.27607 -1.56698 1.68984
H39 -1.70827 -2.36563 1.55102
H40 -1.77561 -0.62116 1.86055
N2 1.91534 1.10668 5.18484
C26 1.51599 0.98334 3.90173
C27 2.23213 0.17493 2.98290
C28 1.75056 0.08207 1.67368
N3 0.62089 0.66268 1.24641
C29 -0.03535 1.47326 2.08969
C30 0.36517 1.65321 3.41937
H41 2.71437 0.60186 5.54980
H42 1.40514 1.68253 5.84101
H43 3.12504 -0.37266 3.29511
H44 2.28906 -0.51056 0.92372
H45 -0.89658 2.01848 1.69718
H46 -0.21661 2.30418 4.07843

## Properties
total charge	+2
HOMO-LUMO gap (alpha / beta)	5.30 / 5.27	eV
multiplicity	3
relative energy (zero: lowest compared OMol25 entry of this formula, charge and spin)	329.6	kJ/mol
maximum force	2.49	eV/A